Entry from the OMol25 dataset: C20H13F5N9O2S3TeTi as an isolated structure (ωB97M-V/def2-TZVPD).

Atoms and positions in Å:
Ti1 0.443 -0.070 0.115
S1 -5.653 2.228 3.304
N1 -4.277 1.731 3.971
C1 -3.547 1.289 2.979
C2 -2.233 0.678 3.115
C3 -1.623 0.426 4.335
C4 -0.436 -0.249 4.351
C5 0.141 -0.614 3.157
N2 -0.413 -0.344 1.963
C6 -1.604 0.284 1.944
C7 -2.232 0.450 0.625
N3 -1.525 0.035 -0.436
C8 -2.087 0.061 -1.637
C9 -3.370 0.530 -1.844
C10 -4.080 1.006 -0.779
C11 -3.507 0.955 0.488
C12 -4.181 1.394 1.702
N4 -5.383 1.907 1.752
H1 -2.113 0.739 5.251
H2 0.053 -0.504 5.281
H3 1.052 -1.176 3.149
H4 -1.480 -0.313 -2.442
H5 -3.785 0.530 -2.842
H6 -5.077 1.420 -0.898
S2 -1.364 -2.786 0.819
C13 -0.765 -4.037 -0.218
C14 -1.035 -5.409 0.175
N5 -1.297 -6.485 0.509
C15 -0.086 -3.799 -1.345
S3 0.254 -2.224 -1.992
C16 0.383 -4.934 -2.122
N6 0.770 -5.820 -2.756
F1 1.005 1.432 0.939
Te1 3.184 -0.349 1.401
F2 3.465 -2.028 2.226
F3 5.022 0.087 1.751
F4 3.417 1.066 0.038
F5 4.115 -1.235 0.014
O1 1.716 -1.193 0.320
C17 4.044 2.147 -3.153
N7 2.685 1.925 -2.701
C18 1.773 2.972 -2.279
C19 0.635 2.166 -1.676
O2 -0.395 2.617 -1.236
N8 0.998 0.817 -1.697
C20 2.247 0.746 -2.261
N9 2.897 -0.372 -2.460
H7 4.161 3.198 -3.394
H8 4.249 1.561 -4.049
H9 4.760 1.879 -2.372
H10 1.434 3.591 -3.107
H11 2.206 3.602 -1.502
H12 2.538 -1.198 -1.986
H13 3.900 -0.327 -2.491

For the LUMO energy, the calculation gives 0.87 eV. The HOMO energy is -3.7717 eV. As for the net charge: -1.

---

Entry from the OMol25 dataset: C20H14BrCl3GeN5PdS as an isolated structure (ωB97M-V/def2-TZVPD).

Atoms and positions in Å:
Pd1 -0.247 0.406 -0.238
C1 0.388 1.541 2.343
C2 1.684 -0.655 1.868
C3 2.853 -1.394 2.124
C4 3.167 -2.471 1.340
C5 2.246 -2.905 0.366
C6 2.389 -4.127 -0.344
C7 1.395 -4.579 -1.181
C8 0.218 -3.847 -1.319
C9 0.051 -2.607 -0.685
S1 -1.434 -1.793 -0.751
C10 1.118 -2.109 0.137
N1 0.946 -0.920 0.787
H1 -0.034 2.047 3.217
H2 -1.390 0.613 1.948
H3 1.034 2.271 1.850
H4 3.501 -1.099 2.934
H5 4.081 -3.027 1.511
H6 3.285 -4.714 -0.189
H7 1.507 -5.520 -1.700
H8 -0.600 -4.234 -1.912
C11 -3.891 1.094 -4.090
C12 -3.176 1.820 -2.990
C13 -3.428 3.153 -2.674
C14 -2.717 3.765 -1.664
C15 -1.763 3.049 -0.957
Br1 -0.834 4.013 0.359
N2 -1.517 1.759 -1.230
C16 -2.210 1.182 -2.238
H9 -4.723 1.684 -4.465
H10 -4.283 0.139 -3.741
H11 -3.217 0.897 -4.925
H12 -4.175 3.713 -3.223
H13 -2.884 4.802 -1.411
H14 -1.967 0.151 -2.454
N3 -0.732 1.243 1.482
C17 1.187 0.352 2.829
C18 1.281 0.115 4.157
C19 1.858 -1.062 4.739
N4 2.304 -2.013 5.202
C20 0.724 1.039 5.105
N5 0.260 1.772 5.857
Cl1 1.001 0.128 -2.554
Ge1 1.599 1.645 -1.059
Cl2 1.694 3.518 -1.970
Cl3 3.452 1.165 -0.189

As for the expectation value of S²: 0.783. The spin multiplicity is 2. For the LUMO energy (spin up / spin down), the calculation gives -8.61 / -9.30 eV. The HOMO energy (spin up / spin down) is -15.2010 / -15.2721 eV. As for the net charge: +2.

---

Entry from the OMol25 dataset: C20H14Cl3FIrN8O5 as an isolated structure (ωB97M-V/def2-TZVPD).

Atoms and positions in Å:
Ir1 0.837 0.411 -0.627
Cl1 1.467 3.052 -7.278
C1 1.524 2.117 -5.828
C2 1.161 2.694 -4.628
C3 1.213 1.904 -3.494
Cl2 0.746 2.562 -1.942
C4 1.616 0.575 -3.471
O1 1.661 -0.163 -2.380
C5 1.967 0.032 -4.720
Cl3 2.455 -1.622 -4.778
C6 1.926 0.786 -5.874
H1 0.850 3.728 -4.574
H2 2.202 0.335 -6.817
N1 3.181 -1.392 0.761
C7 2.059 -2.097 0.641
N2 2.017 -3.326 1.125
C8 0.869 -3.989 0.974
N3 0.786 -5.221 1.457
N4 -0.236 -3.498 0.350
C9 -0.112 -2.283 -0.091
N5 0.988 -1.520 0.022
C10 -1.223 -1.628 -0.801
C11 -2.455 -2.216 -0.992
C12 -3.438 -1.489 -1.648
C13 -3.151 -0.206 -2.087
C14 -1.890 0.318 -1.862
N6 -0.952 -0.389 -1.235
H3 3.985 -1.827 1.180
H4 3.258 -0.478 0.351
H5 1.567 -5.617 1.951
H6 -0.070 -5.738 1.358
H7 -2.618 -3.216 -0.621
H8 -4.418 -1.916 -1.808
H9 -3.889 0.394 -2.598
H10 -1.619 1.312 -2.187
F1 0.238 0.269 6.467
C15 -0.467 0.861 5.505
C16 0.125 1.642 4.603
N7 -0.589 2.272 3.599
C17 0.107 2.930 2.515
C18 0.489 1.942 1.435
O2 1.537 2.105 0.754
O3 -0.252 0.942 1.197
C19 -1.960 2.099 3.459
O4 -2.596 2.616 2.569
N8 -2.527 1.295 4.421
C20 -1.910 0.618 5.479
O5 -2.533 -0.070 6.243
H11 1.190 1.827 4.639
H12 0.995 3.446 2.872
H13 -0.583 3.646 2.068
H14 -3.528 1.173 4.348

For the LUMO energy, the calculation gives -4.13 eV. The HOMO energy is -10.8215 eV. As for the net charge: +1.

---

So what do the calculations give for relative energy (zero: lowest compared OMol25 entry of this formula, charge and spin)? Going down the list: 177.9; 6.8; 0.0 kJ/mol.
So what do the calculations give for max |F|? Going down the list: 0.0698; 0.0115; 0.0617 hartree/bohr.